[1]
{"formula": "C24H36OP", "method": "ωB97M-V/def2-TZVPD", "species": ["C", "C", "C", "P", "C", "C", "C", "C", "C", "C", "H", "H", "H", "H", "H", "H", "H", "H", "H", "H", "H", "H", "H", "H", "H", "H", "H", "H", "H", "H", "H", "C", "O", "C", "C", "C", "C", "C", "C", "C", "C", "C", "C", "C", "C", "C", "C", "H", "H", "H", "H", "H", "H", "H", "H", "H", "H", "H", "H", "H", "H", "H"], "coordinates": [[0.26387, 0.87487, 1.33015], [-0.03241, -0.09812, 2.47760], [1.05528, -0.00851, 3.54892], [-0.38524, -1.84888, 1.89755], [-1.75539, -1.46090, 0.63831], [-2.88226, -0.60374, 1.22083], [-2.32071, -2.72342, -0.03357], [0.97681, -2.05386, 0.58484], [0.90218, -3.41635, -0.12005], [2.38913, -1.82465, 1.13207], [0.39498, 1.87756, 1.76061], [1.19690, 0.61584, 0.81435], [-0.54841, 0.93225, 0.59692], [-0.99485, 0.16017, 2.95244], [1.14073, 1.03466, 3.87838], [0.80841, -0.61631, 4.42207], [2.03725, -0.32380, 3.18329], [-1.25788, -0.86720, -0.14885], [-3.66703, -0.51127, 0.45673], [-3.32651, -1.05922, 2.11727], [-2.54761, 0.41072, 1.46889], [-3.27852, -2.47196, -0.51212], [-1.66668, -3.08847, -0.83369], [-2.49136, -3.53597, 0.68810], [0.76046, -1.27175, -0.16486], [1.83448, -3.56031, -0.68418], [0.79498, -4.24195, 0.59978], [0.08690, -3.45986, -0.85032], [3.09950, -2.09880, 0.33775], [2.58721, -0.77589, 1.38031], [2.59113, -2.45970, 2.01053], [4.48457, -2.60610, 8.77537], [3.99362, -3.45330, 7.70654], [2.81721, -3.12427, 7.10638], [2.32277, -4.02649, 6.13068], [1.14591, -3.76997, 5.45930], [0.36154, -2.61678, 5.74399], [-0.83968, -2.33293, 5.00714], [-2.00178, -1.80184, 5.62796], [-3.19059, -1.53997, 4.87810], [-4.23342, -0.83246, 5.43131], [-4.15360, -0.32923, 6.73877], [-5.22275, 0.54309, 7.31430], [-3.06617, -0.70081, 7.53379], [-2.04934, -1.47677, 7.01790], [0.88845, -1.71115, 6.71069], [2.05760, -1.96651, 7.40436], [5.44518, -3.04661, 9.03391], [4.62107, -1.57197, 8.43390], [3.81420, -2.62774, 9.64514], [2.89798, -4.92258, 5.92556], [0.80265, -4.43963, 4.67657], [-0.93235, -2.73420, 3.97971], [-3.25146, -1.89371, 3.84501], [-5.14046, -0.61636, 4.85772], [-4.83260, 1.09664, 8.17508], [-5.60842, 1.24948, 6.57167], [-6.06663, -0.06464, 7.66286], [-3.02582, -0.34542, 8.56680], [-1.25153, -1.78130, 7.69193], [0.40033, -0.75405, 6.89008], [2.40281, -1.28388, 8.19151]], "atomic_forces_ev_per_a": [[-0.1, 0.3, 0.3], [-0.2, -0.3, -0.2], [0.0, 0.1, 0.1], [0.5, 0.5, -2.0], [0.3, 0.1, 0.0], [-0.1, 0.0, -0.1], [-0.1, 0.0, -0.1], [-0.3, 0.1, 0.2], [0.1, 0.0, -0.1], [0.1, -0.2, -0.2], [0.0, -0.1, -0.2], [-0.3, 0.1, 0.1], [0.3, 0.0, 0.1], [0.3, 0.2, -0.1], [0.0, -0.2, 0.0], [0.2, 0.2, -0.2], [-0.3, 0.1, 0.2], [-0.3, -0.2, 0.3], [0.1, 0.0, 0.3], [0.0, 0.2, -0.3], [-0.1, -0.2, 0.0], [0.2, -0.1, 0.2], [-0.3, 0.0, 0.4], [0.0, 0.2, -0.2], [0.2, -0.3, 0.2], [-0.2, -0.1, 0.2], [0.0, 0.2, -0.3], [0.3, -0.1, 0.3], [-0.1, 0.0, 0.3], [0.0, -0.4, 0.0], [0.0, 0.2, -0.2], [-0.1, -0.1, -0.3], [-1.3, 0.7, -0.3], [0.1, -0.2, 0.4], [0.0, 0.1, 0.1], [0.2, 0.4, -0.2], [0.5, 0.7, -0.1], [-0.7, -1.7, 1.5], [-0.1, 0.4, 0.1], [0.3, -0.1, -0.2], [-0.3, 0.1, -0.2], [0.0, -0.1, 0.0], [-0.1, 0.1, 0.0], [0.2, -0.1, 0.1], [0.3, 0.5, 0.1], [0.0, -0.2, 0.2], [0.4, -0.2, 0.2], [-0.1, 0.1, 0.0], [0.0, -0.3, 0.0], [0.1, -0.1, -0.3], [-0.1, 0.1, 0.0], [0.1, -0.1, 0.2], [0.1, 0.2, 0.7], [0.1, 0.2, 0.4], [0.4, -0.1, 0.1], [-0.2, -0.1, -0.2], [0.1, -0.1, 0.1], [0.1, 0.1, -0.1], [0.0, -0.3, -0.3], [-0.2, -0.1, -0.3], [0.1, -0.3, -0.1], [-0.2, -0.2, -0.6]], "mulliken_charge": [-1.74, 0.69, -1.22, 0.27, 0.43, -1.53, -1.47, 0.65, -1.32, -1.70, 0.50, 0.27, 0.36, 0.51, 0.51, 0.12, 0.15, 0.37, 0.54, 0.17, 0.26, 0.45, 0.29, 0.28, 0.49, 0.45, 0.28, 0.21, 0.52, 0.25, 0.27, -0.81, -0.42, 0.81, -0.92, -0.58, 0.80, -0.88, 0.31, -0.66, -0.65, 1.11, -1.45, -1.01, -0.64, -0.29, -1.06, 0.25, 0.33, 0.35, 0.45, 0.46, 0.91, 0.58, 0.45, 0.38, 0.39, 0.31, 0.37, 0.77, 0.68, 0.36], "charge": 1, "homo_energy_ev": -11.13, "e_tot_ev": -36800.86083}

[2]
{"formula": "C24H37N3O4S", "method": "ωB97M-V/def2-TZVPD", "species": ["C", "C", "N", "C", "C", "C", "C", "C", "N", "C", "O", "C", "O", "C", "C", "C", "C", "S", "O", "O", "N", "C", "C", "C", "C", "C", "C", "C", "C", "C", "C", "C", "H", "H", "H", "H", "H", "H", "H", "H", "H", "H", "H", "H", "H", "H", "H", "H", "H", "H", "H", "H", "H", "H", "H", "H", "H", "H", "H", "H", "H", "H", "H", "H", "H", "H", "H", "H", "H"], "coordinates": [[-1.26734, 3.42343, 5.80358], [0.14038, 3.97935, 6.05019], [0.98329, 4.13728, 4.87886], [0.52308, 5.13109, 3.92302], [0.50957, 6.54089, 4.50353], [1.32908, 2.87899, 4.23995], [2.75738, 2.91663, 3.68613], [3.20631, 1.53885, 3.19854], [2.38293, 1.05630, 2.11617], [1.49877, 0.04622, 2.26776], [1.39735, -0.61790, 3.28370], [0.67069, -0.19993, 1.06994], [0.82723, 0.62932, -0.01751], [-0.04121, 0.20381, -0.95564], [-0.24932, 0.74448, -2.21754], [-1.20013, 0.13375, -3.01086], [-1.91079, -0.97261, -2.55084], [-3.09782, -1.75207, -3.65448], [-4.06499, -2.43123, -2.84381], [-3.53856, -0.76581, -4.59623], [-2.28888, -2.91326, -4.51407], [-1.40403, -2.49116, -5.57007], [0.05850, -2.40296, -5.11651], [0.95946, -2.04132, -6.29272], [0.46298, -3.73946, -4.49023], [-0.46336, -4.09159, -3.32411], [-0.08792, -5.42986, -2.69629], [-1.90962, -4.12605, -3.83416], [-1.72574, -1.50588, -1.29771], [-0.76860, -0.90837, -0.47936], [-0.28563, -1.15243, 0.84809], [-0.74507, -2.22444, 1.76377], [-1.78331, 3.30576, 6.75295], [-1.21800, 2.45280, 5.31538], [-1.85012, 4.09781, 5.18073], [0.67182, 3.31223, 6.73516], [0.06441, 4.95276, 6.53825], [-0.47434, 4.88782, 3.51631], [1.22601, 5.11515, 3.08671], [1.44778, 6.73605, 5.01589], [-0.30866, 6.67768, 5.20518], [0.39023, 7.26477, 3.70083], [0.62518, 2.61998, 3.43184], [1.27905, 2.08347, 4.98597], [2.82760, 3.63139, 2.86380], [3.42739, 3.25121, 4.47794], [3.11946, 0.80455, 4.00255], [4.24786, 1.58158, 2.86335], [2.35705, 1.59676, 1.26538], [0.30666, 1.60440, -2.55412], [-1.43111, 0.50954, -3.99462], [-1.77433, -1.52714, -5.91921], [-1.48566, -3.21326, -6.39149], [0.14239, -1.62250, -4.35162], [0.89872, -2.80285, -7.06704], [0.65915, -1.08954, -6.72386], [1.99471, -1.96296, -5.96904], [1.49628, -3.68700, -4.13978], [0.40487, -4.52534, -5.24763], [-0.37688, -3.30642, -2.56454], [-0.75627, -5.66484, -1.87160], [0.93111, -5.40009, -2.31762], [-0.15760, -6.22834, -3.43165], [-2.61977, -4.25978, -3.01801], [-2.02605, -4.96051, -4.53626], [-2.32142, -2.34334, -0.97312], [-0.22412, -2.14596, 2.71294], [-1.81837, -2.13897, 1.92676], [-0.54972, -3.20091, 1.32219]], "atomic_forces_ev_per_a": [[0.3, 0.2, 0.0], [-0.2, -0.1, 0.1], [0.0, 0.0, -0.1], [0.1, 0.1, 0.1], [0.0, -0.2, -0.2], [0.3, 0.1, -0.1], [-0.2, -0.4, 0.0], [0.2, 0.2, 0.2], [0.0, 0.2, -0.3], [0.3, 0.3, -0.2], [-0.2, -0.1, 0.1], [-0.9, -1.0, 0.0], [0.2, 0.3, -0.1], [-0.7, -0.7, -0.2], [0.2, 0.0, 0.2], [0.0, 0.1, 0.0], [-0.6, -0.3, -0.4], [-0.1, -0.2, -0.1], [0.3, -0.1, 0.2], [0.3, 0.1, 0.0], [-0.7, 0.7, 0.4], [0.4, 0.5, -0.2], [0.1, -0.2, -0.3], [-0.2, 0.0, 0.3], [-0.2, 0.4, 0.3], [0.1, -0.3, -0.2], [-0.1, 0.3, 0.0], [0.2, -0.3, 0.6], [0.1, 0.1, 0.3], [0.3, 0.6, -0.4], [0.6, 0.5, 0.3], [0.1, 0.0, 0.1], [-0.1, 0.0, 0.1], [-0.1, -0.1, -0.1], [-0.1, 0.0, -0.1], [0.0, 0.1, 0.0], [0.0, -0.1, 0.1], [0.1, 0.0, 0.0], [-0.1, 0.0, 0.0], [0.1, 0.1, 0.1], [-0.1, 0.1, 0.1], [0.0, 0.1, 0.0], [0.0, -0.1, 0.1], [-0.1, 0.0, 0.0], [0.1, 0.1, 0.0], [0.0, 0.1, 0.0], [0.1, 0.1, -0.1], [-0.1, -0.1, 0.1], [-0.1, -0.1, 0.0], [0.0, 0.1, -0.1], [0.0, 0.1, -0.1], [0.1, -0.1, -0.2], [0.0, 0.0, 0.0], [0.0, -0.1, -0.1], [0.0, -0.1, -0.1], [0.0, 0.1, -0.1], [0.1, 0.0, 0.0], [0.1, -0.1, 0.0], [0.0, -0.1, -0.1], [0.0, -0.1, -0.1], [-0.1, -0.1, 0.1], [0.1, -0.1, 0.0], [0.0, -0.1, -0.1], [0.1, -0.3, 0.0], [0.0, 0.0, 0.0], [-0.1, -0.1, 0.1], [-0.1, -0.1, 0.0], [-0.1, 0.0, 0.0], [0.0, -0.1, 0.0]], "mulliken_charge": [-0.99, -0.69, 0.26, -0.34, -1.42, -0.79, -0.67, -1.05, -0.08, 0.12, -0.70, 1.18, -0.49, -0.37, -1.40, -0.38, 0.14, 1.27, -0.74, -0.75, 0.24, -1.35, 1.95, -1.92, -1.58, 1.96, -1.97, -1.35, -0.55, 1.41, -0.24, -1.48, 0.41, 0.24, 0.27, 0.41, 0.40, 0.33, 0.38, 0.34, 0.31, 0.44, 0.21, 0.50, 0.32, 0.25, 0.42, 0.36, 0.29, 0.49, 0.57, 0.45, 0.34, -0.37, 0.38, 0.45, 0.41, 0.48, 0.31, -0.34, 0.45, 0.42, 0.40, 0.45, 0.36, 0.63, 0.37, 0.35, 0.30], "smiles": "CCN(CC)CCCNC(=O)c1oc2ccc(S(=O)(=O)N3C[C@H](C)C[C@H](C)C3)cc2c1C", "relative_energy_ev": 1.244, "homo_energy_ev": -8.32, "e_tot_ev": -48984.73514}

[3]
{"formula": "C24H37N4O3Pb", "method": "ωB97M-V/def2-TZVPD", "species": ["Pb", "N", "C", "C", "N", "C", "C", "N", "C", "C", "N", "H", "H", "H", "H", "H", "H", "H", "H", "H", "H", "H", "H", "H", "H", "H", "H", "H", "H", "C", "C", "O", "C", "C", "C", "C", "C", "C", "O", "H", "H", "H", "H", "H", "H", "H", "C", "C", "C", "C", "C", "C", "C", "O", "C", "C", "C", "H", "H", "H", "H", "H", "H", "H", "H", "H", "H", "H", "H"], "coordinates": [[2.77267, 2.68436, -0.53944], [4.01355, 3.39183, 1.51652], [4.90317, 2.15684, 1.79767], [4.20504, 0.83059, 1.66542], [3.65444, 0.53513, 0.32319], [4.56793, -0.21054, -0.52458], [5.69512, 0.58166, -1.19273], [5.17590, 1.80592, -1.84023], [2.41426, -0.32302, 0.35126], [1.36563, 0.12249, 1.36783], [0.90010, 1.46379, 0.90509], [4.58583, 4.20847, 1.30925], [3.40844, 3.53381, 2.31566], [5.34257, 2.17626, 2.81562], [5.65535, 2.29094, 1.08492], [3.39510, 0.75763, 2.39623], [4.90589, 0.01198, 1.95419], [3.95663, -0.70032, -1.28186], [4.93950, -1.12893, -0.01453], [6.22216, -0.12147, -1.86686], [6.38018, 0.94836, -0.42827], [4.79330, 1.55726, -2.72595], [5.96986, 2.38583, -2.04858], [2.68449, -1.39341, 0.40949], [1.95252, -0.19199, -0.66128], [1.71588, 0.10383, 2.42962], [0.56272, -0.57544, 1.34706], [0.41239, 1.91944, 1.63819], [0.10890, 1.31958, 0.26987], [-1.60955, 4.92900, 5.30792], [-2.04436, 3.79239, 4.40831], [-1.32328, 2.98766, 3.89166], [-3.48071, 3.67176, 4.15295], [-4.45518, 3.88223, 5.11120], [-5.80552, 3.60991, 4.81351], [-6.31830, 3.00958, 3.65547], [-5.35441, 2.71295, 2.62758], [-3.96920, 3.01504, 2.91012], [-3.18514, 3.05066, 1.84814], [-0.70464, 4.82829, 5.82343], [-2.32092, 5.22366, 6.04587], [-1.59788, 5.86402, 4.77787], [-4.19007, 4.34967, 6.09932], [-6.49397, 3.94964, 5.56982], [-7.37457, 2.85905, 3.51927], [-5.67646, 2.30688, 1.73118], [-3.24033, -6.78695, -4.41285], [-2.49022, -5.49389, -4.04416], [-1.34147, -5.45441, -3.16032], [-0.76805, -4.29574, -2.74676], [0.41173, -4.46043, -1.85327], [-1.23706, -3.13134, -3.36988], [-0.71424, -1.74662, -3.11162], [-0.07942, -1.32495, -2.12961], [-2.27664, -3.15357, -4.33419], [-2.98736, -1.99531, -4.98290], [-2.81955, -4.37609, -4.77341], [-4.11663, -6.96273, -3.72352], [-2.52450, -7.57334, -4.32861], [-3.44314, -6.66277, -5.50685], [-1.02959, -6.42978, -2.78682], [0.55230, -5.55528, -1.86569], [0.16289, -4.25259, -0.79644], [1.28611, -3.94095, -2.22322], [-0.93507, -0.99319, -3.96945], [-2.40022, -1.27475, -5.56995], [-3.53608, -1.43562, -4.16004], [-3.67015, -2.37088, -5.71702], [-3.55868, -4.51208, -5.49979]], "atomic_forces_ev_per_a": [[0.4, -0.3, 0.5], [0.1, -2.2, -0.3], [-0.9, 1.2, 1.0], [0.0, -0.9, 0.4], [-1.0, 0.2, 0.4], [0.7, -1.0, -1.0], [-0.2, -0.2, 0.7], [-0.2, -0.5, 0.8], [-0.5, 0.1, -0.3], [0.8, 0.3, -0.1], [0.2, -0.6, -0.5], [-0.1, 0.0, 0.4], [-0.1, 0.5, 0.1], [-0.2, 0.3, -0.6], [1.5, -0.2, -0.9], [0.2, 0.3, -0.1], [-0.2, 0.6, -0.2], [-0.1, 0.4, -0.5], [0.2, 0.8, 0.2], [-0.1, 0.6, 0.2], [0.3, -0.4, -0.1], [-0.4, -0.1, -0.9], [0.2, 0.5, -0.1], [-0.1, 0.5, 0.4], [0.2, -0.3, 0.7], [-0.3, 0.4, -1.0], [-0.7, -0.6, -0.1], [-0.3, 0.9, 1.3], [0.4, -0.1, -0.2], [-0.9, 0.3, -0.5], [-0.5, 1.0, 0.6], [1.7, -0.7, -0.3], [-2.5, -1.5, -0.1], [0.8, 0.7, 0.0], [-0.8, 0.1, 0.5], [2.8, 0.2, -1.1], [-0.8, 1.0, 4.5], [2.0, 1.6, -3.5], [-1.5, -0.6, 2.4], [1.5, -0.6, 0.4], [-0.9, -0.4, 0.7], [0.3, 0.3, -0.9], [-0.5, -0.6, -1.2], [-0.3, -0.2, 0.1], [-0.1, 0.0, 0.0], [-0.1, -0.6, -1.7], [0.5, 1.6, 0.1], [-0.5, -1.0, -1.3], [-2.2, -1.9, -0.3], [0.7, 1.8, -0.4], [-0.5, -0.9, 0.7], [0.9, 0.8, 1.5], [1.3, 2.2, 0.7], [-1.4, -1.6, -2.0], [-1.9, -0.8, -2.6], [0.2, 1.1, 1.2], [1.6, -0.2, 2.5], [0.8, 0.1, -1.0], [0.2, -1.0, 0.3], [-0.6, -0.4, 1.1], [0.2, 0.3, 0.0], [0.7, 0.6, 0.1], [0.3, 0.4, -0.5], [0.2, 0.1, 0.2], [0.2, -1.2, 1.3], [0.3, -0.1, 0.6], [0.5, -0.4, -1.1], [-0.7, -0.2, 0.0], [-1.0, 0.5, -1.0]], "mulliken_charge": [1.21, -0.59, -0.78, -0.47, 0.46, -0.91, -0.99, -0.47, -0.55, -1.04, -0.48, 0.30, 0.29, 0.43, 0.36, 0.29, 0.28, 0.50, 0.44, 0.47, 0.32, 0.25, 0.26, 0.49, 0.49, 0.42, 0.55, 0.23, 0.27, -1.34, 0.66, -0.52, 0.67, -0.46, -0.40, -0.55, -0.52, 0.44, -0.57, 0.38, 0.33, 0.36, 0.24, 0.37, 0.42, 0.49, -1.17, 0.49, -0.75, 0.96, -1.22, 1.04, -0.56, -0.47, 1.12, -1.69, -1.15, 0.31, 0.41, 0.40, 0.35, 0.42, 0.27, 0.34, 0.26, 0.43, 0.40, 0.38, 0.40], "charge": 3, "relative_energy_ev": 1.865, "homo_energy_ev": [-14.48, -13.70], "e_tot_ev": -42810.19556}